The following is a DFT calculation (ωB97M-V/def2-TZVPD) of 2 unconnected molecules or ions with the total composition CHINO2 in a non-equilibrium geometry.

## Properties
* ⟨S²⟩: 2.011
* calculated total energy: -541.58781 Eh
* multiplicity: 3
* net charge: -1
* highest occupied orbital energy (spin up / spin down): -0.032 / -0.155 hartree
* F_max: 4.58 eV/A

The geometry in XYZ format:
```
6
CHINO2 | the Open Molecules 2025 dataset | ωB97M-V/def2-TZVPD
C 1.00 0.67 0.41
N -0.52 -1.05 -0.25
O 1.54 0.31 1.41
O 0.81 1.50 -0.42
I -2.45 -0.49 0.21
H -0.39 -0.93 -1.36
```



The following is a DFT calculation (ωB97M-V/def2-TZVPD) of a single CHIS2 molecule in a non-equilibrium geometry.

## Properties
* calculated total energy: -1132.72994 Eh
* multiplicity: 1
* highest occupied orbital energy: -0.324 hartree
* SMILES string: IC1SS1
* F_max: 3.46 eV/A
* relative energy (zero: lowest compared OMol25 entry of this formula, charge and spin): 0.8625 eV

The geometry in XYZ format:
```
5
CHIS2 | the Open Molecules 2025 dataset | ωB97M-V/def2-TZVPD
C 0.23 0.46 -0.79
S -0.33 -0.24 -2.24
S 1.65 -0.22 -1.63
I 0.07 2.71 -0.60
H -0.05 0.04 0.27
```



The following is a DFT calculation (ωB97M-V/def2-TZVPD) of a molecular structure, CHLi2O2 in a non-equilibrium geometry.

## Properties
* calculated total energy: -203.97358 Eh
* multiplicity: 1
* net charge: +1
* highest occupied orbital energy: -0.496 hartree
* F_max: 5.94 eV/A
* relative energy (zero: lowest compared OMol25 entry of this formula, charge and spin): 1.7772 eV

The geometry in XYZ format:
```
6
CHLi2O2 | the Open Molecules 2025 dataset | ωB97M-V/def2-TZVPD
H -1.28 -0.44 -0.54
O 0.06 -0.31 -0.37
C -0.77 0.22 0.49
O -0.33 0.26 1.65
Li 0.77 -0.05 -2.12
Li 1.55 0.31 0.89
```



The following is a DFT calculation (ωB97M-V/def2-TZVPD) of a molecular structure, CHLiO2Yb in a non-equilibrium geometry.

## Properties
* ⟨S²⟩: 0.754
* calculated total energy: -1354.01580 Eh
* multiplicity: 2
* net charge: +3
* highest occupied orbital energy (spin up / spin down): -0.968 / -0.953 hartree
* F_max: 6.03 eV/A
* relative energy (zero: lowest compared OMol25 entry of this formula, charge and spin): 1.0577 eV

The geometry in XYZ format:
```
6
CHLiO2Yb | the Open Molecules 2025 dataset | ωB97M-V/def2-TZVPD
H -0.23 1.39 0.06
O -0.31 -0.06 0.50
C 0.41 0.65 -0.40
O 0.17 0.27 -1.52
Li -0.09 -0.38 2.29
Yb 0.03 -1.86 -0.93
```